22
Properties=species:S:1:pos:R:3 method="wB97M-V/def2-TZVPD" mol_weight_g_mol=177.229 gap_ev=8.6 max_force_ev_per_a=1.3 total_charge=+2 de_lowest_kcal_mol=34.9
S 3.612 0.195 0.269
O 3.038 -0.857 0.989
O 3.280 1.551 0.337
N 4.676 -0.203 -0.821
N -0.978 0.017 0.316
N -0.019 1.991 0.126
C -1.962 1.055 0.584
C -1.358 2.234 0.472
C -1.370 -0.841 -0.823
C -0.736 -0.803 1.528
C 0.286 0.730 0.003
H -1.745 3.226 0.601
H -1.568 -0.230 -1.701
H -2.973 0.798 0.832
H -2.271 -1.400 -0.570
H -0.493 -0.154 2.368
H 5.170 0.484 -1.385
H -1.633 -1.373 1.769
H 0.647 2.742 -0.013
H 5.003 -1.158 -0.953
H -0.564 -1.540 -1.041
H 0.092 -1.484 1.346